[1]
40
Properties=species:S:1:pos:R:3:forces:R:3 method="wB97M-V/def2-TZVPD" e_above_lowest_kcal_mol=0.0 total_charge=-1
C 0.7514 0.6197 4.7575 -0.214 0.326 -0.151
P -0.2396 1.7316 3.6249 0.209 -0.313 -0.340
O -0.4081 3.0503 4.6863 -0.361 -0.262 -0.002
N -1.7086 1.0144 3.5352 -0.344 0.607 0.556
C -2.5956 1.1079 4.5308 -0.167 -0.391 -0.430
F -2.1598 0.8218 5.8285 -0.006 -0.014 0.013
F -3.2254 2.3392 4.7010 0.076 -0.044 -0.018
F -3.6725 0.2427 4.3650 0.187 0.072 0.033
H 1.3876 0.0131 4.1240 0.128 -0.308 -0.062
H 1.3870 1.2198 5.4034 0.175 0.120 0.123
H 0.0861 0.0154 5.3622 -0.046 -0.165 0.117
H 0.4567 3.4541 4.6867 0.320 0.385 0.056
O 3.8688 -0.5345 2.2014 0.154 0.053 0.207
C 3.2518 -0.8646 1.2277 -0.060 -0.235 -0.278
O 1.9671 -0.5174 1.1095 0.088 0.152 0.231
C 1.2018 -0.7094 -0.0800 -0.229 -0.017 -0.152
C 0.6317 -2.1050 -0.2033 0.095 -0.072 0.131
C 3.8874 -1.7243 0.1520 0.054 0.210 -0.203
H 1.7881 -0.4297 -0.9595 0.041 -0.019 0.017
H 0.3947 0.0146 0.0098 -0.017 0.019 0.059
H 1.4183 -2.8581 -0.2823 0.001 0.015 -0.060
H 0.0032 -2.1632 -1.0903 -0.015 -0.036 0.010
H 0.0307 -2.3454 0.6732 -0.033 0.077 0.016
H 3.8309 -2.7644 0.4687 -0.016 -0.037 0.012
H 4.9339 -1.4423 0.0694 0.033 -0.043 0.113
H 3.4272 -1.6313 -0.8285 -0.056 -0.068 0.039
O -0.8036 -2.2180 -3.2807 0.059 -0.360 -0.132
C -0.9402 -1.1289 -3.7602 -0.143 0.192 -0.037
O -1.2373 -0.1126 -2.9338 0.087 0.042 0.126
C -1.2819 1.2553 -3.3444 -0.049 0.186 -0.044
C -2.6247 1.6279 -3.9361 -0.041 -0.123 -0.033
C -0.8491 -0.8869 -5.2501 0.242 0.132 0.021
H -0.4541 1.4802 -4.0190 -0.014 -0.026 -0.030
H -1.1085 1.8183 -2.4301 0.006 -0.029 0.052
H -2.8372 1.0635 -4.8448 0.038 0.025 -0.036
H -2.6481 2.6903 -4.1784 0.009 0.020 0.015
H -3.4177 1.4164 -3.2203 0.003 0.032 0.037
H -1.8113 -1.1336 -5.6958 -0.038 -0.004 -0.009
H -0.0969 -1.5582 -5.6548 -0.061 -0.106 0.018
H -0.5840 0.1310 -5.5249 -0.093 0.006 0.015

=====

[2]
14
Properties=species:S:1:pos:R:3:forces:R:3 method="wB97M-V/def2-TZVPD" e_above_lowest_kcal_mol=32.3
C -0.3667 -2.0145 -0.9268 -0.974 -0.558 -0.190
C -0.7279 -0.7043 -0.2337 -0.066 0.008 0.852
O -0.5725 -0.8480 1.1996 0.223 0.007 -0.150
C 0.2057 0.4315 -0.6228 0.429 -0.055 0.487
C 0.3993 1.5322 0.4005 -0.085 0.379 -0.052
O 1.3815 2.2296 0.3815 -0.012 -0.074 0.013
H -1.2524 -2.5216 -1.3354 0.061 0.334 -0.086
H 0.0007 -2.7517 -0.2124 0.492 0.352 0.042
H 0.3189 -1.8589 -1.7489 0.301 -0.103 -0.079
H -1.7697 -0.4536 -0.4199 -0.104 0.171 -0.184
H -1.4169 -1.0054 1.6230 -0.151 -0.080 -0.082
H 1.2074 0.0208 -0.7206 0.198 -0.078 -0.247
H -0.0378 0.9148 -1.5649 -0.162 -0.093 -0.227
H -0.3764 1.7292 1.1602 -0.149 -0.209 -0.098

=====

[3]
17
Properties=species:S:1:pos:R:3:forces:R:3 method="wB97M-V/def2-TZVPD" e_above_lowest_kcal_mol=231.7
S 0.1868 -1.8460 2.4438 -0.014 0.108 0.108
S -0.7713 -1.8297 -2.0644 -0.385 0.369 -0.086
C -0.3137 -1.4781 -0.4385 0.017 -0.169 -0.308
C 0.8024 -0.4846 -0.4451 0.540 -0.660 -0.324
C 0.2841 0.7813 -1.2067 0.718 -0.450 0.414
N -0.8767 1.3845 -0.2111 0.706 -0.525 0.389
C -0.2285 2.0766 0.7057 -0.417 2.649 -2.530
O 1.1397 1.6233 -1.4982 -0.150 0.426 -0.138
H -1.1038 -1.5359 2.6482 -0.047 -0.141 0.028
H -1.0974 -1.2426 0.2683 -0.286 -0.078 -0.240
H 0.1140 -2.4877 -0.1344 0.078 0.247 0.536
H 1.6088 -0.8359 -1.0802 0.151 -0.045 -0.047
H 1.1976 -0.2941 0.5499 -0.026 0.309 0.055
H -0.3271 0.2561 -2.0474 -0.466 -0.243 -0.354
H 0.8317 2.2457 0.5079 0.359 -0.199 0.591
H -0.6173 0.8226 0.8142 -0.806 -0.893 0.583
H -0.8293 2.8446 1.1880 0.028 -0.705 1.323

=====

[4]
92
Properties=species:S:1:pos:R:3:forces:R:3 method="wB97M-V/def2-TZVPD" total_charge=-1
C -2.1172 -1.5120 -1.1740 -0.112 -0.051 0.023
O -2.8929 -1.4144 0.0004 -0.081 0.006 0.123
C -2.2136 -1.7301 1.2071 0.367 0.094 0.110
C -1.3876 -0.5967 1.8741 -0.335 -0.283 -0.260
C -1.3525 0.7653 1.1802 0.438 0.394 0.092
C 0.0525 1.2818 0.8670 -0.200 -0.092 -0.363
C 0.7103 0.6465 -0.3553 0.530 0.557 0.198
C 2.2570 0.7714 -0.2863 -1.048 -0.972 0.673
Nb 3.3448 -0.7821 0.9618 0.049 1.220 -2.623
P 4.1736 0.8740 2.7549 -0.020 -0.245 0.692
O 5.3147 0.0784 3.6619 -0.421 -0.265 0.174
Br 2.4966 1.2864 4.2566 0.119 0.125 0.085
H -2.7062 -2.0399 -1.9234 -0.087 -0.044 -0.127
H -1.8486 -0.5339 -1.5664 0.045 0.233 -0.011
H -1.1923 -2.0641 -1.0187 0.127 -0.129 0.126
H -1.5672 -2.5905 1.0304 0.150 -0.115 -0.106
H -2.9598 -2.0740 1.9158 -0.335 0.015 -0.062
H -0.3788 -0.9598 2.0370 0.278 -0.019 -0.112
H -1.7984 -0.4543 2.8689 -0.072 0.017 0.210
H -1.9309 0.8158 0.2611 -0.224 -0.273 -0.106
H -1.7860 1.4976 1.8493 -0.291 0.135 0.115
H 0.7208 1.1699 1.7170 -0.059 -0.055 0.306
H -0.0572 2.3492 0.6724 0.213 0.242 0.036
H 0.4228 -0.3919 -0.4516 -0.076 -0.312 -0.019
H 0.3659 1.1911 -1.2313 -0.307 -0.205 -0.171
H 2.4789 1.7747 0.0878 0.308 0.178 -0.046
H 2.6350 0.6684 -1.3061 0.465 0.008 -0.076
H 4.9283 -0.7332 0.0045 0.714 -0.129 0.066
H 3.9461 -2.2136 1.9682 -0.290 -0.113 0.277
H 1.8415 -0.9372 1.9712 0.144 -0.296 0.253
H 2.5810 -2.0841 -0.0813 -0.220 -0.085 0.740
H 4.9983 -0.8240 3.8560 0.236 0.372 -0.212
C -0.5013 5.3639 2.9704 -0.007 0.005 -0.143
C -1.7085 4.5844 3.4714 0.332 0.080 0.223
C -2.1792 5.0963 4.8260 -0.138 -0.047 0.012
O -1.4013 3.1988 3.5416 -0.185 0.046 0.078
H 0.3383 5.2499 3.6612 -0.025 0.023 0.049
H -0.1793 4.9832 2.0011 -0.026 -0.011 -0.005
H -0.7270 6.4281 2.8731 0.005 0.000 0.016
H -2.5219 4.6687 2.7486 -0.018 -0.077 -0.027
H -1.3886 4.9770 5.5717 0.050 0.047 -0.032
H -3.0437 4.5272 5.1697 -0.014 0.004 -0.030
H -2.4519 6.1525 4.7797 0.017 0.003 0.005
H -0.6778 3.0849 4.1704 0.055 -0.087 -0.122
C -1.4649 2.9371 -4.8572 -0.091 -0.031 0.099
C -1.5585 3.3930 -3.4090 0.300 0.172 -0.256
C -1.4607 4.9067 -3.2812 -0.049 0.019 0.129
O -0.5461 2.7630 -2.6304 -0.191 0.071 0.023
H -0.5024 3.2245 -5.2900 -0.008 0.078 0.006
H -1.5348 1.8551 -4.9223 -0.015 -0.033 -0.016
H -2.2594 3.3739 -5.4656 0.014 0.001 -0.018
H -2.5049 3.0548 -2.9841 0.024 -0.053 0.080
H -0.4970 5.2581 -3.6607 -0.011 -0.017 -0.074
H -1.5308 5.2075 -2.2353 -0.026 -0.024 0.000
H -2.2535 5.4049 -3.8425 0.012 0.000 -0.016
H 0.3129 3.0363 -2.9736 -0.016 -0.044 0.028
C -1.9444 -1.8926 -6.1064 0.075 0.043 0.103
C -2.6434 -0.5852 -6.4442 0.085 -0.250 -0.243
C -3.7221 -0.7797 -7.4993 -0.060 0.129 0.002
O -1.6938 0.3876 -6.8789 -0.064 0.060 -0.004
H -1.4499 -2.2997 -6.9933 -0.064 -0.017 -0.038
H -1.1792 -1.7316 -5.3475 -0.029 0.014 0.028
H -2.6512 -2.6359 -5.7352 -0.003 -0.007 -0.009
H -3.0914 -0.1711 -5.5396 0.044 0.085 0.015
H -3.2824 -1.1527 -8.4287 0.019 -0.071 0.027
H -4.2124 0.1680 -7.7246 -0.007 0.002 0.036
H -4.4776 -1.4928 -7.1665 0.008 -0.015 -0.004
H -1.2723 0.0546 -7.6794 -0.004 -0.018 0.050
C -4.6388 -3.3011 5.7925 0.011 0.129 0.009
C -4.1749 -3.6465 4.3849 0.043 -0.260 0.249
C -4.6310 -5.0376 3.9702 0.011 -0.005 -0.131
O -2.7591 -3.5397 4.2887 -0.055 0.093 -0.084
H -4.2134 -4.0025 6.5161 -0.037 -0.060 -0.023
H -4.3045 -2.3011 6.0685 -0.010 0.013 -0.033
H -5.7266 -3.3410 5.8738 0.001 -0.016 0.005
H -4.5710 -2.9118 3.6826 0.069 0.040 -0.039
H -4.2051 -5.7923 4.6378 -0.037 0.020 0.061
H -4.2912 -5.2632 2.9595 -0.011 0.035 -0.013
H -5.7185 -5.1254 4.0012 0.001 -0.006 0.015
H -2.3676 -4.1765 4.8973 0.017 0.036 -0.033
C 8.9972 -2.2556 -1.1799 0.010 -0.049 -0.158
C 7.8433 -3.0612 -0.6013 0.242 0.131 0.247
C 7.4587 -2.5696 0.7818 -0.003 -0.137 0.089
O 8.1875 -4.4520 -0.5684 -0.045 -0.036 -0.139
H 9.8856 -2.3556 -0.5485 -0.030 0.041 0.062
H 9.2586 -2.6181 -2.1756 -0.032 0.008 -0.005
H 8.7416 -1.1977 -1.2486 -0.004 0.006 0.023
H 6.9808 -2.9852 -1.2631 -0.034 -0.095 -0.009
H 8.2998 -2.6836 1.4756 0.068 0.048 -0.069
H 6.6256 -3.1489 1.1776 -0.071 0.060 -0.042
H 7.1617 -1.5224 0.7586 -0.039 -0.007 0.022
H 8.9446 -4.5448 0.0204 -0.060 0.013 0.018

=====

[5]
64
Properties=species:S:1:pos:R:3:forces:R:3 method="wB97M-V/def2-TZVPD" e_above_lowest_kcal_mol=48.1
O -0.3829 -1.6956 -4.1230 -0.146 0.167 0.130
C -0.4570 -1.5947 -2.6997 -0.040 0.047 -0.295
C 0.3612 -2.6699 -2.0440 -0.718 -0.725 0.755
O -0.4120 -3.8844 -2.0326 0.306 0.300 -0.265
H -0.9423 -2.4388 -4.3758 0.110 0.036 -0.017
H -0.1021 -0.6051 -2.3963 0.061 -0.003 -0.317
H -1.4933 -1.6957 -2.3666 0.063 0.087 0.118
H 0.5435 -2.4089 -0.9943 0.341 0.248 -0.163
H 1.2929 -2.8337 -2.5908 0.082 0.125 0.094
H -0.3482 -4.2725 -1.1530 0.010 -0.351 -0.147
O -0.5860 -5.4780 0.3904 -0.092 0.073 0.157
C -1.1234 -4.5656 1.3301 0.112 0.672 0.633
C -1.6030 -5.2069 2.6195 -1.045 0.511 -0.291
O -0.5466 -5.5933 3.4858 -0.193 -0.101 -0.207
H -0.1354 -6.1738 0.8829 0.130 0.076 -0.121
H -0.3979 -3.7848 1.6168 0.266 -0.290 -0.087
H -1.9245 -3.9808 0.8695 -0.174 -0.475 -0.221
H -2.2780 -6.0416 2.3965 0.472 -0.296 0.007
H -2.2787 -4.4861 3.1005 0.279 0.068 0.102
H -0.5272 -4.9471 4.1942 0.207 -0.071 0.086
O 1.1090 2.0789 0.9289 0.344 -0.434 -0.116
C 0.6164 2.2110 2.2536 -0.524 0.607 -0.795
C 1.6429 2.8640 3.1710 0.237 -1.090 -0.514
O 1.0961 3.3464 4.3689 -0.034 0.398 0.163
H 1.6639 1.2829 0.8114 -0.191 0.296 0.194
H -0.2542 2.8641 2.1350 0.073 0.117 0.303
H 0.2096 1.2664 2.6255 0.302 -0.116 0.273
H 2.1331 3.6580 2.6129 -0.260 0.373 0.202
H 2.4353 2.1218 3.3473 0.062 0.002 0.227
H 0.6084 2.6469 4.8119 0.039 -0.085 -0.034
O 0.8043 3.2027 -5.7635 0.348 -0.021 0.006
C 1.1252 1.9642 -5.1296 -0.943 -0.369 -0.354
C 1.5386 2.1662 -3.6957 0.477 0.283 0.542
O 0.4037 2.3383 -2.8457 -0.230 -0.150 -0.184
H 0.1938 3.6704 -5.1831 -0.032 -0.064 -0.053
H 0.2414 1.3160 -5.2105 0.075 -0.050 0.474
H 1.8673 1.4298 -5.7248 0.350 0.507 0.066
H 2.1299 3.0932 -3.6366 0.098 -0.220 -0.159
H 2.1592 1.3590 -3.2880 -0.060 -0.100 -0.411
H 0.6164 1.9239 -2.0067 -0.141 0.187 0.213
C 2.3218 -1.0950 2.7151 -0.354 -0.350 0.070
C 3.3592 -0.5615 1.7549 0.456 0.759 -0.294
O 2.7396 -0.2375 0.4914 0.024 -0.380 0.219
H 2.4689 -0.8207 3.7605 0.545 -0.260 -0.038
H 2.3203 -2.1770 2.5693 -0.269 -0.013 0.477
H 1.3028 -0.7513 2.5314 0.122 0.194 -0.522
H 4.1474 -1.3026 1.5972 -0.147 -0.070 -0.008
H 3.8886 0.3383 2.0972 -0.328 -0.062 0.208
H 3.3317 -0.5098 -0.2149 -0.066 0.121 -0.067
C -2.2417 4.8296 0.0223 -0.024 -0.306 0.096
C -3.4930 3.9619 -0.1225 -0.202 0.196 0.277
O -3.2789 2.5508 0.0026 0.285 0.203 -0.591
H -1.7900 5.0985 -0.9313 -0.037 -0.010 -0.040
H -1.4820 4.3050 0.6044 -0.080 -0.001 0.059
H -2.5164 5.7338 0.5640 0.151 0.144 -0.104
H -3.9900 4.1652 -1.0738 -0.062 0.047 0.010
H -4.1941 4.2250 0.6683 -0.042 -0.096 0.026
H -2.9669 2.2914 -0.8735 0.107 -0.302 0.218
C -1.1470 -0.4361 0.6578 0.179 -0.308 -1.057
O -2.3800 -0.8878 0.1075 -0.172 0.211 0.267
H -0.6245 -1.3269 1.0097 -0.078 0.160 0.496
H -0.5064 -0.0465 -0.1424 -0.036 0.225 0.096
H -1.2768 0.3491 1.3973 0.001 -0.195 0.244
H -2.9919 -0.1428 0.1152 0.006 -0.073 -0.035

=====

What gap between HOMO and LUMO values result from the calculations? In sequence: 0.1969, 0.3800, 0.1439, 0.2441, 0.3666 hartree.
What lowest unoccupied orbital energy values result from the calculations? In sequence: 0.0778, 0.0264, -0.1369, 0.0779, 0.0077 Ha.